Entry 1:
2 unconnected molecules or ions with the total composition C2H6NO2 at a distorted geometry, computed with wB97M-V/def2-TZVPD.

Lowest unoccupied orbital energy ... -4.20 eV
Total energy ... -7742.7200 eV
Energy above the lowest of the compared OMol25 structures with the same formula, charge and spin ... 165.7 kcal/mol
HOMO energy ... -15.99 eV

Geometry as ORCA input:
```
! RIJCOSX wB97M-V def2-TZVPD def2/J DEFGRID3
* xyz 1 1
O -1.810 0.372 0.726
H -0.879 -2.072 -0.034
H 0.246 -1.629 -0.796
C 1.083 1.296 0.017
H 0.856 2.153 0.522
H 0.240 -1.575 0.907
O -1.715 0.465 -0.702
H 1.113 1.528 -1.003
C -0.695 0.135 0.039
N -0.220 -1.312 0.068
H 1.780 0.639 0.257
*
```

---

Entry 2:
A molecular structure, C2H6NO2P at a distorted geometry, computed with wB97M-V/def2-TZVPD.

Lowest unoccupied orbital energy (spin up / spin down) ... 0.75 / -2.15 eV
Total energy ... -17039.9271 eV
Energy above the lowest of the compared OMol25 structures with the same formula, charge and spin ... 41.0 kcal/mol
<S²> ... 2.01
HOMO energy (spin up / spin down) ... -6.23 / -10.33 eV

Geometry as ORCA input:
```
! RIJCOSX wB97M-V def2-TZVPD def2/J DEFGRID3
* xyz 0 3
C 0.394 0.405 -0.101
H -1.538 -1.565 0.231
O 1.096 -0.615 -2.473
P 1.005 -1.025 -1.078
O -1.311 -1.142 -0.560
H -1.221 0.727 -1.244
C -1.052 0.244 -0.243
N 0.948 0.129 1.659
H 0.624 1.069 2.113
H -1.561 0.504 0.690
H 1.952 -0.084 1.604
H 0.665 1.353 -0.598
*
```

---

total energy of number 2 (C2H6NO2P)? -17039.9271 eV

---

The highest total energy belongs to which entry? C2H6NO2